27
Properties=species:S:1:pos:R:3:forces:R:3 method="wB97M-V/def2-TZVPD" homo_ev=-4.933 e_lumo_ha=0.071 total_charge=-1
Cu 1.836 0.103 -0.584 0.08 -0.48 -0.49
P 2.232 1.027 1.853 0.05 -0.38 0.55
P 4.621 0.214 0.442 0.25 0.07 0.45
O 4.616 -1.084 1.386 0.16 -0.10 -0.11
O 3.754 -0.056 -0.775 -0.18 0.11 -0.11
O 1.311 1.587 0.799 -0.04 0.17 0.04
O 2.115 1.948 3.176 0.11 -0.05 -0.12
O 3.759 1.256 1.402 -0.01 0.21 -0.05
O 2.047 -0.405 2.264 -0.04 0.23 -0.14
O -4.839 -0.676 0.351 -0.16 -0.25 -0.02
O 5.988 0.730 0.265 -0.25 -0.08 -0.06
N 0.002 -0.628 -0.842 0.11 0.32 -0.11
N -4.958 -0.132 -1.830 -0.11 -0.15 -0.02
C -2.061 -0.863 0.330 0.37 -0.10 0.19
C -2.066 -0.253 -1.970 0.34 -0.03 -0.18
C -0.675 -0.888 0.280 -0.08 0.02 0.15
C -0.682 -0.322 -1.947 -0.28 -0.10 0.02
C -2.764 -0.535 -0.809 -0.77 -0.10 -0.16
C -4.279 -0.489 -0.710 0.52 0.55 0.19
H 2.086 2.875 2.919 -0.02 0.06 -0.02
H -2.588 -1.075 1.250 0.00 0.01 -0.02
H -0.067 -1.079 1.159 -0.01 0.01 -0.02
H -0.103 -0.129 -2.841 0.04 0.03 0.04
H -4.511 0.077 -2.700 0.00 -0.01 -0.01
H -2.548 0.021 -2.899 0.01 -0.02 0.01
H 3.729 -1.188 1.781 -0.12 0.05 0.04
H -5.956 -0.037 -1.751 0.02 0.00 -0.03


21
Properties=species:S:1:pos:R:3:forces:R:3 method="wB97M-V/def2-TZVPD" homo_ev=-4.424 e_lumo_ha=0.094 total_charge=-1
Cu 0.146 2.149 -0.430 -0.63 -1.59 -0.19
O 1.233 -1.637 0.366 0.23 -0.22 -0.37
O -1.081 1.005 -1.677 0.67 0.87 -0.26
O 1.207 -0.482 2.321 -0.57 0.16 -1.33
O -1.321 -0.928 0.220 -0.06 0.13 -0.41
O 1.656 0.630 0.273 0.42 1.08 -0.71
O -1.011 1.027 1.326 0.18 -0.17 -1.16
C 0.899 -0.447 1.093 0.18 -0.29 1.50
C 2.379 0.002 -0.765 0.10 0.13 -0.18
C 1.665 -1.331 -0.941 -0.33 -0.08 0.08
C -2.495 -0.491 -0.491 0.04 -0.05 0.10
C -0.565 0.016 0.781 -0.42 -0.38 2.14
C -2.012 0.024 -1.848 0.15 0.21 0.61
H -3.001 0.300 0.079 0.10 -0.19 -0.13
H 0.806 -1.242 -1.625 0.14 0.11 0.07
H 3.430 -0.143 -0.468 -0.19 0.00 0.01
H -3.132 -1.380 -0.596 0.08 0.19 0.13
H 2.324 -2.133 -1.297 -0.08 0.13 0.09
H -1.573 -0.856 -2.382 -0.29 0.21 -0.04
H 2.348 0.619 -1.676 0.02 -0.16 0.15
H -2.932 0.354 -2.387 0.24 -0.09 -0.10


21
Properties=species:S:1:pos:R:3:forces:R:3 method="wB97M-V/def2-TZVPD" homo_ev=-3.473 e_lumo_ha=0.080 total_charge=-1
Cu 0.471 2.547 0.031 -0.33 -0.95 1.01
O 1.729 0.854 0.708 0.58 1.20 -0.84
O 0.860 -1.259 0.369 0.17 -0.31 -0.82
O -1.708 -0.364 1.234 -0.28 -0.13 -0.27
O 0.949 -0.459 2.504 -0.34 0.57 -1.67
O -0.794 1.716 1.652 0.34 0.61 -1.06
O -0.825 0.873 -0.530 0.37 0.03 0.06
C 1.628 -0.916 -0.756 -0.25 -0.10 0.14
C 0.713 -0.137 1.292 -0.46 -0.89 2.27
C 2.534 0.189 -0.237 0.21 0.01 -0.03
C -0.660 0.595 1.029 -0.22 -0.27 0.66
C -2.614 -0.375 0.148 0.31 0.09 0.33
C -1.737 -0.048 -1.055 -0.09 -0.11 -0.10
H 0.992 -0.549 -1.579 0.11 0.01 0.05
H -3.391 0.397 0.287 0.07 -0.14 -0.07
H -1.217 -0.956 -1.411 -0.15 0.19 0.03
H -3.076 -1.369 0.080 0.05 0.22 0.06
H 3.436 -0.232 0.240 -0.21 0.09 -0.02
H -2.316 0.403 -1.875 0.16 -0.09 0.10
H 2.180 -1.800 -1.106 -0.05 0.13 0.07
H 2.847 0.890 -1.025 0.01 -0.15 0.11


19
Properties=species:S:1:pos:R:3:forces:R:3 method="wB97M-V/def2-TZVPD" homo_ev="-14.340 / -14.098" s_squared=2.027 e_lumo_ha="-0.144 / -0.360" spin_multiplicity=3 total_charge=+1
F 2.182 -0.333 0.220 0.36 -0.27 -0.31
F 1.077 1.273 -0.695 0.36 0.74 -0.78
O -1.712 2.293 -0.445 -0.19 -0.88 -0.14
O -2.763 4.346 -0.480 -0.52 -0.24 -0.17
N 0.942 0.285 0.211 0.12 -0.64 0.00
C -0.018 -2.414 -2.226 -0.76 2.51 1.66
C 0.536 -3.222 -2.981 0.08 -0.62 -0.13
C 0.799 0.841 1.523 -5.99 1.24 0.03
C -2.307 3.286 -0.485 0.67 1.11 0.30
C -0.443 -1.331 -1.522 0.80 -3.43 -2.30
C 0.036 -0.301 2.312 4.65 2.26 1.01
H -0.328 -1.487 -0.489 -0.34 1.01 1.72
H 0.068 1.795 1.391 1.60 -2.31 0.17
H 0.771 -1.069 2.371 0.34 -1.31 -0.40
H -0.737 -0.634 -2.255 -0.82 1.96 0.17
H -0.819 -0.593 1.856 -2.68 -0.67 -1.10
H 0.005 -0.064 3.356 -0.90 0.57 0.52
H 1.672 1.225 1.904 2.28 0.41 1.01
H 1.039 -3.895 -3.566 0.94 -1.43 -1.29


18
Properties=species:S:1:pos:R:3:forces:R:3 method="wB97M-V/def2-TZVPD" homo_ev="-7.631 / -7.632" e_lumo_ha="0.029 / 0.029" total_charge=0
F 1.314 -1.402 -0.211 -0.71 -0.10 -0.59
F -0.370 -2.154 1.005 0.40 -0.47 -0.14
O 1.596 0.271 2.621 1.95 -1.54 1.95
O -0.760 0.863 -0.822 -0.31 0.82 0.62
C 0.296 1.613 -0.421 -0.54 -1.39 0.84
C 0.693 0.626 1.758 -1.25 -0.34 -4.58
C -1.438 -1.043 -1.898 1.41 -1.09 1.79
C -1.037 -0.505 -0.458 0.52 0.36 -1.64
C 0.097 -1.102 0.292 0.56 2.07 3.23
C 1.088 1.531 0.649 -0.28 -0.37 -0.21
H 1.992 2.157 0.548 -0.48 -0.36 0.83
H 0.419 2.383 -1.089 0.49 1.55 -1.76
H -1.308 -2.161 -1.912 -1.44 0.83 0.03
H -2.323 -0.505 -2.284 0.34 -0.91 0.24
H -0.566 -0.802 -2.476 0.25 0.68 -0.59
H 2.386 -0.145 2.215 -0.70 0.55 0.09
H -1.810 -0.542 0.321 -0.22 0.14 -0.55
H -0.268 0.917 2.164 -0.01 -0.42 0.45


21
Properties=species:S:1:pos:R:3:forces:R:3 method="wB97M-V/def2-TZVPD" homo_ev=-15.994 e_lumo_ha=-0.157 total_charge=+1
F -0.467 1.580 -2.640 0.32 0.72 0.35
F 2.974 2.286 0.525 -0.38 0.73 1.57
F 3.223 2.211 -1.580 -0.57 0.51 -0.71
F 2.303 0.570 -0.551 -1.42 -1.23 0.10
O -3.684 3.975 2.386 0.49 0.03 -1.95
O -2.671 2.758 0.704 0.05 0.32 -1.45
N -0.490 1.220 -1.353 -1.31 -0.28 0.11
C -0.745 -0.338 0.380 -1.52 3.96 -2.15
C -0.086 1.867 -0.349 2.17 1.63 1.02
C -1.165 -0.034 -1.102 2.22 -2.81 -1.45
C -3.203 3.468 1.448 -0.95 -0.04 3.30
C 3.236 1.484 -0.459 1.53 0.51 -1.84
C -0.315 1.066 0.928 -1.17 0.11 0.06
H -2.239 -0.003 -1.328 0.38 0.30 0.14
H 0.462 2.861 -0.443 -0.98 -1.39 0.02
H 0.493 0.973 1.681 -0.16 0.60 -0.87
H 4.198 1.038 -0.461 1.00 -0.60 0.87
H -0.058 -1.070 0.467 2.54 -2.16 0.10
H -1.204 1.592 1.416 1.41 -0.89 -0.46
H -1.609 -0.627 0.838 -2.15 -0.96 1.57
H -0.616 -0.732 -1.887 -1.49 0.94 1.66


16
Properties=species:S:1:pos:R:3:forces:R:3 method="wB97M-V/def2-TZVPD" homo_ev=-9.012 e_lumo_ha=0.036 total_charge=0
F -0.819 2.906 -0.417 -0.37 0.53 -0.08
N 1.244 -1.191 0.960 0.88 -0.67 0.91
C -0.784 -1.230 -0.098 -5.80 0.41 -3.69
C -1.044 0.273 0.186 -0.58 0.47 -2.09
C 0.609 -1.452 -0.281 2.14 -1.25 -2.61
C 0.258 0.941 -0.073 -0.43 -3.42 1.35
C 1.305 -0.121 -0.065 1.40 1.85 0.25
C 0.310 2.185 -0.356 3.08 4.18 0.22
H 1.260 2.879 -0.328 -1.95 -1.60 -0.60
H -1.842 0.931 -0.265 0.43 -1.61 -0.50
H 0.724 -2.239 -1.142 1.24 1.19 2.13
H 2.368 0.363 -0.276 -2.08 -2.06 0.08
H 0.381 -1.224 1.520 1.28 0.95 0.87
H -1.410 0.255 1.143 -0.07 0.72 3.00
H -1.417 -1.791 0.673 1.41 -0.01 -1.17
H -1.141 -1.486 -1.179 -0.58 0.32 1.92


22
Properties=species:S:1:pos:R:3:forces:R:3 method="wB97M-V/def2-TZVPD" homo_ev=-4.933 e_lumo_ha=-0.049 total_charge=0
Rb -5.118 -6.085 -3.508 0.41 0.63 0.66
O 1.649 2.409 -0.425 0.01 1.14 0.51
O 2.890 1.584 1.219 0.78 1.07 0.27
O -2.459 -2.334 0.422 0.69 0.42 0.63
O -3.634 -4.074 -0.249 0.49 -0.63 0.06
O -3.024 -2.547 -1.749 0.68 0.00 -0.21
O 0.701 1.302 1.298 1.43 4.19 0.30
C -1.984 -0.958 0.177 -0.31 -0.37 -0.26
C 3.839 1.983 0.216 0.22 0.27 0.12
C 2.960 2.288 -1.002 0.10 0.21 0.07
C -1.492 -0.326 1.435 -0.52 0.34 0.42
C -3.003 -3.034 -0.588 -2.17 0.06 -1.07
C 1.667 1.959 0.851 -1.63 -5.83 -1.46
Li -1.137 1.820 1.289 0.22 -1.39 0.04
H -2.259 -0.405 2.230 -0.02 -0.14 -0.28
H 4.374 2.867 0.583 -0.03 -0.22 -0.15
H -2.828 -0.398 -0.256 0.12 -0.27 0.02
H 2.946 1.471 -1.734 -0.11 0.18 0.20
H -1.208 -1.025 -0.600 -0.13 0.07 0.13
H -0.624 -0.886 1.827 -0.08 0.33 -0.14
H 3.209 3.234 -1.492 0.01 -0.26 0.07
H 4.535 1.155 0.056 -0.18 0.20 0.08


22
Properties=species:S:1:pos:R:3:forces:R:3 method="wB97M-V/def2-TZVPD" homo_ev="-10.287 / -12.726" s_squared=12.009 e_lumo_ha="-0.099 / -0.255" spin_multiplicity=7 total_charge=+1
Ru 1.055 -1.902 1.138 1.98 -2.06 -0.27
O -0.582 1.548 1.159 0.33 0.28 -0.19
O -0.159 -0.534 1.709 -1.07 1.68 1.28
O 1.807 2.770 0.358 0.54 -0.47 0.69
O -1.408 -0.477 -2.101 0.19 0.31 0.15
O 0.033 -1.733 -1.008 -0.01 0.11 0.02
O 0.620 0.353 -1.618 -0.24 0.31 0.75
C -0.225 -0.511 -1.524 -0.01 -0.24 -1.17
C 1.780 2.083 1.547 0.31 0.43 1.59
C -1.083 -2.613 -1.280 -0.30 -0.39 -0.14
C -0.827 0.231 0.958 -0.60 0.18 -0.69
C -2.167 -1.635 -1.721 -0.39 -0.17 0.18
C 0.376 2.011 2.150 -0.73 0.00 0.11
Li 0.496 2.099 -0.688 -0.77 -0.52 -0.73
H -2.741 -1.977 -2.586 0.16 0.13 0.19
H 2.422 2.537 2.338 0.01 -0.13 -0.71
H -0.777 -3.309 -2.069 -0.02 0.16 0.21
H -2.833 -1.350 -0.898 0.16 -0.04 -0.23
H 0.339 1.362 3.034 0.25 0.21 -0.25
H 0.025 3.016 2.414 0.18 -0.31 -0.04
H 2.156 1.036 1.438 -0.06 0.40 -0.54
H -1.338 -3.158 -0.366 0.09 0.12 -0.22


22
Properties=species:S:1:pos:R:3:forces:R:3 method="wB97M-V/def2-TZVPD" homo_ev=-7.661 e_lumo_ha=0.011 total_charge=0
Tl -0.053 -1.483 1.206 -0.58 -2.82 1.14
O 1.702 0.617 -0.933 -1.26 0.29 0.27
O 0.561 0.240 -2.831 -0.64 0.40 0.62
O -0.550 1.825 1.129 0.33 0.01 -0.02
O 0.512 -1.257 -1.185 -0.59 0.64 -0.97
O 1.036 0.016 2.369 0.97 0.86 0.09
O -1.672 0.020 0.412 -0.80 0.44 0.15
C -0.868 1.499 2.496 -0.30 -0.13 0.27
C -0.031 -1.963 -2.309 -0.37 -0.38 0.17
C 0.395 0.944 3.170 -0.41 0.81 0.62
C 0.762 0.059 -1.511 3.10 -0.70 -0.59
C -0.951 0.965 0.101 0.19 -0.07 -1.06
C 0.035 -0.943 -3.440 -0.10 0.20 -0.27
Li 1.587 1.052 0.938 -0.15 0.20 -0.26
H -1.664 0.742 2.523 0.12 0.31 -0.08
H -1.221 2.419 2.982 0.09 -0.27 -0.11
H 0.079 0.529 4.152 0.20 0.05 -0.30
H 1.054 1.811 3.409 -0.08 -0.34 -0.07
H 0.723 -1.241 -4.240 -0.20 0.15 0.16
H 0.584 -2.857 -2.452 -0.03 0.27 -0.10
H -0.954 -0.709 -3.850 0.26 -0.11 0.03
H -1.064 -2.286 -2.136 0.25 0.19 0.32